# 1
{
  "formula": "C19H28F3N3O4",
  "method": "ωB97M-V with the def2-TZVPD basis set",
  "species": ["C", "N", "C", "O", "C", "N", "C", "C", "O", "C", "C", "O", "H", "H", "H", "H", "H", "H", "H", "H", "H", "H", "H", "H", "H", "H", "F", "C", "F", "F", "C", "C", "C", "C", "O", "C", "C", "C", "N", "C", "C", "C", "C", "H", "H", "H", "H", "H", "H", "H", "H", "H", "H", "H", "H", "H", "H"],
  "coordinates": [[-1.428, 2.599, 1.819], [-1.721, 1.170, 1.919], [-2.431, 0.415, 1.075], [-2.627, -0.765, 1.344], [-3.061, 1.023, -0.185], [-2.844, 0.144, -1.352], [-2.349, 0.461, -2.547], [-1.890, 1.879, -2.828], [-2.248, -0.382, -3.422], [-4.559, 1.254, 0.078], [-5.255, 1.999, -1.061], [-5.228, 0.030, 0.272], [-0.843, 2.806, 0.920], [-2.356, 3.174, 1.794], [-0.848, 2.914, 2.689], [-1.351, 0.671, 2.716], [-2.609, 1.993, -0.365], [-3.121, -0.822, -1.249], [-2.729, 2.562, -2.719], [-1.520, 1.926, -3.851], [-1.087, 2.142, -2.144], [-4.660, 1.849, 0.987], [-4.774, 2.963, -1.219], [-6.300, 2.165, -0.798], [-5.213, 1.414, -1.979], [-4.666, -0.540, 0.814], [0.934, -5.985, -2.427], [0.273, -5.644, -1.287], [0.467, -6.625, -0.367], [-1.052, -5.557, -1.573], [0.773, -4.326, -0.720], [0.051, -3.667, 0.290], [0.526, -2.471, 0.839], [1.724, -1.895, 0.407], [2.112, -0.739, 1.051], [3.394, -0.144, 0.772], [3.177, 1.008, -0.224], [4.352, 1.984, -0.181], [4.526, 2.524, 1.181], [3.913, 1.811, 2.317], [4.037, 0.308, 2.095], [2.427, -2.541, -0.628], [1.966, -3.742, -1.173], [-0.884, -4.085, 0.658], [-0.042, -1.980, 1.623], [4.099, -0.860, 0.345], [3.066, 0.603, -1.234], [2.256, 1.546, 0.023], [4.186, 2.801, -0.891], [5.267, 1.463, -0.484], [4.325, 3.524, 1.218], [4.412, 2.094, 3.250], [2.856, 2.083, 2.408], [5.101, 0.053, 2.078], [3.584, -0.230, 2.934], [3.341, -2.139, -1.045], [2.548, -4.215, -1.961]],
  "atomic_forces_ev_per_a": [[-0.1, -0.3, -0.2], [0.5, 1.0, 0.4], [-0.3, -0.8, -0.2], [-0.2, -0.2, -0.3], [0.3, -0.2, -0.5], [-0.5, 0.4, 2.2], [0.7, 0.2, -1.6], [-0.2, -0.2, 0.1], [-0.1, -0.2, 0.0], [-0.3, 0.0, -0.2], [0.3, -0.3, 0.3], [-0.1, -0.2, -0.2], [0.0, 0.1, 0.1], [0.1, 0.1, 0.0], [-0.1, -0.1, -0.1], [-0.1, 0.0, -0.1], [0.1, 0.1, -0.3], [0.0, 0.0, 0.1], [0.0, 0.2, 0.1], [-0.1, -0.1, 0.2], [0.0, 0.2, 0.1], [0.2, 0.3, 0.3], [0.0, 0.1, 0.0], [0.1, 0.0, 0.0], [0.0, 0.0, 0.0], [0.0, -0.1, 0.1], [-0.6, -0.1, 0.8], [0.4, 1.1, 0.3], [-0.4, 0.0, -0.8], [0.7, -0.6, 0.1], [0.4, 0.6, -0.1], [0.5, 0.2, -0.2], [-0.2, -0.4, -0.1], [0.2, -0.2, -0.3], [0.1, -0.7, -0.3], [-0.1, 0.2, -0.1], [0.3, -0.1, -0.1], [-0.3, -0.2, 0.7], [0.3, 0.7, 0.2], [-0.1, 0.1, -0.8], [-0.1, 0.3, 0.1], [-0.1, 0.1, 0.2], [-0.6, 0.0, 0.4], [0.2, 0.1, -0.1], [0.0, 0.0, -0.1], [-0.4, -0.2, -0.1], [-0.1, 0.0, 0.1], [0.0, -0.1, 0.1], [0.1, -0.1, 0.2], [0.0, 0.0, -0.1], [0.1, -0.6, 0.0], [0.0, 0.0, -0.2], [-0.2, -0.1, 0.2], [-0.1, 0.0, 0.0], [0.0, 0.0, -0.2], [0.0, 0.1, 0.1], [-0.2, 0.1, 0.1]],
  "lumo_ev": 0.173,
  "spin_multiplicity": 1,
  "homo_ev": -8.795,
  "total_charge": 0,
  "smiles": "CNC(=O)[C@@H](NC(C)=O)[C@@H](C)O.FC(F)(F)c1ccc(OC2CCNCC2)cc1",
  "gap_ha": 0.330
}

---

# 2
{
  "formula": "C36H49IrN3O4P2SSe",
  "method": "ωB97M-V with the def2-TZVPD basis set",
  "species": ["Ir", "C", "C", "C", "P", "C", "C", "C", "C", "C", "C", "C", "C", "C", "C", "N", "C", "C", "C", "C", "C", "C", "C", "P", "C", "C", "C", "C", "C", "C", "H", "H", "H", "H", "H", "H", "H", "H", "H", "H", "H", "H", "H", "H", "H", "H", "H", "H", "H", "H", "H", "H", "H", "H", "H", "H", "H", "H", "H", "H", "H", "H", "H", "H", "H", "H", "H", "H", "H", "H", "C", "C", "C", "C", "C", "C", "C", "S", "O", "O", "N", "C", "C", "O", "O", "H", "H", "H", "H", "H", "H", "H", "H", "H", "Se", "C", "N"],
  "coordinates": [[-0.654, -0.168, -1.087], [0.124, 0.758, -5.123], [1.161, 1.384, -4.192], [2.455, 1.693, -4.936], [1.280, 0.333, -2.649], [2.626, -0.975, -2.832], [4.062, -0.460, -2.857], [2.321, -1.879, -4.019], [2.004, 1.370, -1.351], [2.460, 2.664, -1.484], [2.922, 3.374, -0.380], [3.352, 4.798, -0.517], [2.924, 2.756, 0.871], [2.460, 1.475, 1.036], [1.965, 0.756, -0.071], [1.330, -0.431, 0.026], [1.577, -1.343, 0.990], [2.848, -1.464, 1.589], [3.110, -2.445, 2.514], [2.119, -3.346, 2.899], [2.414, -4.410, 3.910], [0.878, -3.264, 2.281], [0.586, -2.294, 1.336], [-0.945, -2.276, 0.344], [-0.732, -3.974, -0.443], [0.604, -4.001, -1.178], [-1.849, -4.300, -1.426], [-2.495, -2.586, 1.362], [-3.191, -1.273, 1.696], [-2.341, -3.437, 2.617], [-0.126, 1.452, -5.924], [-0.782, 0.527, -4.566], [0.496, -0.159, -5.574], [0.741, 2.319, -3.810], [2.835, 0.814, -5.449], [3.225, 2.076, -4.272], [2.251, 2.454, -5.690], [2.503, -1.561, -1.913], [4.301, 0.014, -3.804], [4.750, -1.295, -2.718], [4.238, 0.258, -2.057], [2.530, -1.370, -4.956], [1.272, -2.168, -4.009], [2.933, -2.779, -3.981], [2.431, 3.150, -2.448], [3.661, 5.019, -1.535], [4.167, 5.026, 0.166], [2.512, 5.447, -0.270], [3.252, 3.316, 1.737], [2.374, 1.042, 2.022], [3.637, -0.796, 1.275], [4.101, -2.534, 2.936], [2.845, -3.973, 4.810], [3.141, -5.115, 3.506], [1.517, -4.961, 4.183], [0.133, -3.996, 2.541], [-0.720, -4.717, 0.363], [0.646, -3.161, -1.871], [0.703, -4.928, -1.741], [1.442, -3.929, -0.487], [-1.912, -3.522, -2.184], [-2.816, -4.391, -0.938], [-1.637, -5.250, -1.916], [-3.135, -3.115, 0.645], [-2.648, -0.736, 2.469], [-4.209, -1.459, 2.038], [-3.223, -0.642, 0.809], [-1.684, -2.945, 3.328], [-1.964, -4.433, 2.393], [-3.315, -3.559, 3.089], [-4.603, 4.479, 5.259], [-3.767, 3.695, 4.293], [-2.380, 3.809, 4.307], [-1.607, 3.132, 3.381], [-2.218, 2.326, 2.440], [-3.592, 2.176, 2.427], [-4.361, 2.863, 3.351], [-1.179, 1.537, 1.201], [-0.156, 2.496, 0.866], [-0.716, 0.273, 1.734], [-2.168, 1.229, -0.053], [-2.591, 2.381, -0.694], [-1.361, 2.971, -1.630], [-1.393, 4.165, -1.799], [-0.621, 2.078, -2.038], [-4.141, 4.498, 6.244], [-5.602, 4.057, 5.346], [-4.698, 5.509, 4.912], [-1.904, 4.433, 5.048], [-0.533, 3.229, 3.361], [-4.048, 1.533, 1.690], [-5.437, 2.753, 3.335], [-2.846, 3.202, -0.018], [-3.392, 2.168, -1.404], [-5.018, -1.402, -2.042], [-3.330, -1.110, -2.240], [-2.176, -0.935, -2.397]],
  "atomic_forces_ev_per_a": [[0.2, -0.6, -0.7], [-0.1, 0.1, 0.2], [-0.7, -0.2, 0.1], [0.1, -0.2, 0.4], [1.2, -0.3, 1.0], [-0.5, -0.2, 0.0], [-0.2, 0.2, 0.1], [-0.1, 0.0, 0.1], [-0.3, -0.5, 0.6], [0.1, 0.3, 0.2], [0.1, -0.2, -0.1], [-0.1, 0.1, 0.0], [0.0, 0.0, -0.3], [0.0, -0.4, -0.4], [1.2, 1.8, -0.1], [-2.4, 0.4, -1.5], [-0.3, -0.9, 0.6], [0.0, 0.1, -0.2], [-0.3, -0.1, 0.0], [-0.2, -0.1, -0.1], [0.1, 0.0, 0.0], [0.2, -0.1, 0.2], [0.1, 1.0, -0.3], [1.0, -0.1, -0.4], [-0.1, 0.6, -0.6], [0.1, 0.0, 0.2], [-0.1, 0.0, 0.1], [-0.3, 0.7, -0.4], [-0.1, 0.0, -0.1], [0.3, 0.0, -0.3], [0.0, 0.0, -0.1], [-0.2, 0.0, -0.1], [0.0, -0.1, -0.1], [0.1, -0.2, 0.1], [0.1, -0.1, -0.1], [0.1, 0.0, 0.0], [-0.1, 0.0, 0.0], [-0.1, 0.2, -0.1], [0.1, 0.1, -0.1], [0.0, -0.1, 0.0], [0.1, 0.0, 0.0], [0.0, 0.0, -0.2], [-0.1, -0.2, -0.1], [0.0, -0.1, 0.0], [0.0, 0.1, -0.1], [0.1, 0.1, -0.1], [0.1, 0.1, 0.0], [0.0, 0.2, 0.0], [0.0, 0.1, 0.1], [0.0, 0.0, 0.0], [0.0, 0.0, 0.0], [0.1, 0.0, 0.1], [0.0, -0.1, 0.1], [0.0, -0.1, 0.1], [0.0, 0.0, 0.0], [-0.1, -0.1, 0.1], [0.0, 0.3, 0.1], [0.1, 0.0, -0.2], [0.0, 0.0, -0.1], [0.1, 0.0, 0.0], [-0.1, 0.0, -0.1], [-0.1, 0.0, -0.1], [0.0, 0.0, 0.0], [0.2, 0.1, 0.0], [0.0, 0.0, 0.1], [-0.1, -0.1, 0.0], [-0.2, 0.1, 0.1], [0.1, 0.0, 0.1], [0.1, -0.1, 0.1], [-0.1, 0.1, -0.1], [0.0, 0.0, 0.0], [0.0, -0.1, 0.0], [0.0, -0.2, -0.1], [0.2, 0.1, 0.0], [0.0, -0.3, -0.6], [0.0, -0.1, 0.0], [0.1, 0.0, 0.0], [0.4, 0.6, 1.6], [-0.4, 0.2, 0.0], [-0.5, 0.3, 0.4], [1.0, -2.4, 0.9], [0.4, 0.9, -1.4], [-2.6, 1.1, 1.7], [0.4, 0.3, -0.5], [1.8, -2.9, -0.8], [0.0, 0.0, 0.1], [0.0, 0.0, 0.0], [0.0, 0.0, 0.1], [0.1, 0.1, 0.1], [0.1, 0.1, 0.1], [-0.2, 0.0, -0.1], [-0.1, 0.0, 0.0], [0.0, -0.1, -0.1], [-0.1, 0.0, 0.1], [-1.1, -0.2, 0.2], [0.9, 0.2, -0.2], [0.6, 1.1, 0.6]],
  "relative_energy_kcal_mol": 105.8,
  "lumo_ev": [-1.449, -2.987],
  "spin_multiplicity": 2,
  "homo_ev": [-7.043, -6.691],
  "total_charge": 0,
  "s2": 0.78,
  "gap_ha": [0.206, 0.136]
}

---

# 3
{
  "formula": "C4H12",
  "method": "ωB97M-V with the def2-TZVPD basis set",
  "species": ["C", "C", "H", "H", "H", "H", "H", "H", "C", "C", "H", "H", "H", "H", "H", "H"],
  "coordinates": [[-1.635, 0.592, 1.595], [-0.687, 1.792, 1.619], [-2.568, 0.835, 2.101], [-1.882, 0.376, 0.556], [-1.119, -0.276, 1.984], [-1.090, 2.691, 1.157], [-0.405, 2.164, 2.612], [0.259, 1.425, 1.221], [1.699, -0.931, -2.070], [0.628, -1.472, -1.146], [1.423, -0.792, -3.115], [1.960, 0.085, -1.779], [2.610, -1.514, -1.942], [0.897, -2.305, -0.491], [0.189, -0.698, -0.514], [-0.228, -1.918, -1.664]],
  "atomic_forces_ev_per_a": [[0.0, 1.0, -0.3], [0.5, -0.2, 0.8], [0.0, -0.4, 0.2], [-0.1, -0.1, 0.0], [-0.3, -0.2, 0.4], [0.1, -0.2, -0.6], [-0.3, -0.5, 0.2], [0.1, 0.6, -0.6], [0.6, 0.5, 0.4], [-1.5, -0.5, 0.2], [-0.1, -0.6, 0.0], [0.1, 0.1, 0.3], [0.0, 0.0, -0.5], [0.6, 0.3, 0.0], [0.1, 0.0, 0.0], [0.1, 0.3, -0.3]],
  "relative_energy_kcal_mol": 8.5,
  "lumo_ev": 1.116,
  "spin_multiplicity": 1,
  "homo_ev": -11.573,
  "total_charge": 0,
  "smiles": "CC.CC",
  "gap_ha": 0.466
}

---

# 4
{
  "formula": "C24H37BO9P",
  "method": "ωB97M-V with the def2-TZVPD basis set",
  "species": ["C", "C", "O", "C", "P", "B", "C", "O", "O", "C", "C", "C", "C", "C", "C", "C", "O", "C", "O", "H", "H", "H", "H", "H", "H", "H", "H", "H", "H", "H", "H", "H", "H", "H", "H", "H", "H", "H", "H", "H", "H", "H", "H", "H", "H", "H", "H", "H", "C", "C", "C", "O", "C", "C", "C", "O", "H", "H", "H", "H", "C", "C", "C", "O", "C", "C", "C", "O", "H", "H", "H", "H"],
  "coordinates": [[0.594, 2.907, 1.322], [1.427, 2.980, 2.601], [1.147, 1.948, 3.524], [1.080, 0.618, 3.007], [2.700, -0.144, 2.332], [4.417, -0.886, 1.722], [5.356, -1.765, 2.641], [4.929, -0.553, 0.455], [1.897, -0.495, 0.743], [1.764, -1.866, 0.542], [1.450, -2.499, 1.893], [-0.055, -2.551, 2.155], [-0.402, -3.193, 3.508], [-1.173, -2.337, 4.516], [-2.574, -1.873, 4.072], [-2.598, -0.433, 3.550], [-2.749, -0.390, 2.142], [-2.539, 0.915, 1.635], [2.101, -1.767, 2.882], [-0.432, 2.598, 1.556], [0.569, 3.882, 0.826], [1.006, 2.169, 0.627], [2.491, 3.003, 2.345], [1.211, 3.915, 3.131], [0.261, 0.532, 2.273], [0.808, 0.002, 3.868], [3.133, 1.140, 1.791], [3.292, 0.094, 3.654], [5.338, -1.463, 3.692], [5.005, -2.804, 2.585], [6.394, -1.746, 2.285], [4.471, -1.023, -0.242], [0.960, -2.078, -0.172], [2.680, -2.318, 0.104], [1.789, -3.555, 1.865], [-0.492, -1.553, 2.042], [-0.491, -3.164, 1.353], [-0.993, -4.103, 3.328], [0.529, -3.518, 3.985], [-0.576, -1.460, 4.796], [-1.284, -2.937, 5.428], [-3.259, -1.940, 4.924], [-2.964, -2.538, 3.293], [-3.397, 0.161, 4.019], [-1.642, 0.048, 3.812], [-1.624, 0.890, 1.033], [-3.376, 1.238, 1.011], [-2.408, 1.628, 2.459], [-0.865, 2.137, -3.458], [-1.333, 1.081, -2.800], [-0.519, 0.426, -1.742], [-0.920, -0.536, -1.127], [0.822, 0.998, -1.436], [1.280, 2.058, -2.101], [0.477, 2.706, -3.163], [0.884, 3.671, -3.781], [-1.430, 2.637, -4.235], [-2.308, 0.650, -2.995], [1.377, 0.501, -0.635], [2.249, 2.497, -1.899], [-1.701, 1.514, -7.564], [-2.714, 1.976, -6.836], [-3.883, 1.121, -6.509], [-4.804, 1.544, -5.844], [-3.879, -0.272, -7.025], [-2.869, -0.733, -7.755], [-1.700, 0.123, -8.085], [-0.782, -0.298, -8.755], [-0.836, 2.117, -7.810], [-2.738, 2.986, -6.445], [-4.740, -0.876, -6.768], [-2.841, -1.744, -8.143]],
  "atomic_forces_ev_per_a": [[0.0, -0.2, 0.1], [-0.1, 0.2, -0.2], [0.1, 0.1, 0.1], [-0.2, -0.3, 0.0], [0.3, 0.0, 0.3], [-0.2, -0.1, -0.1], [0.4, 0.3, 0.1], [0.4, -0.5, 0.3], [0.1, -0.2, 0.0], [0.1, 0.0, -0.3], [-0.3, -0.3, 0.2], [-0.2, -0.2, -0.3], [0.0, -0.1, 0.0], [0.0, -0.2, 0.1], [0.1, 0.2, -0.1], [0.3, 0.1, 0.1], [-0.4, 0.0, 0.0], [0.4, -0.2, 0.0], [0.2, 0.0, -0.1], [0.2, 0.3, 0.0], [0.0, -0.1, 0.0], [-0.1, 0.2, 0.3], [-0.1, 0.0, 0.0], [-0.1, -0.1, 0.0], [0.2, 0.1, 0.1], [0.1, 0.1, 0.0], [0.0, 0.0, 0.1], [-0.1, 0.1, -0.1], [-0.1, -0.1, 0.0], [-0.1, 0.1, 0.0], [-0.1, 0.0, 0.0], [-0.4, 0.4, -0.2], [0.0, 0.1, 0.0], [0.0, 0.1, 0.2], [0.2, 0.2, 0.2], [0.1, -0.1, 0.1], [0.0, 0.2, 0.0], [0.1, 0.1, 0.1], [-0.1, 0.0, 0.0], [0.0, -0.2, 0.0], [0.1, 0.1, 0.0], [0.0, 0.0, -0.1], [0.0, 0.1, 0.1], [0.0, -0.1, 0.0], [-0.2, 0.0, 0.0], [-0.1, 0.2, 0.0], [-0.1, -0.1, 0.0], [0.0, 0.0, -0.2], [0.0, 0.0, 0.0], [-0.1, -0.1, 0.0], [0.4, 0.2, 0.2], [-0.4, -0.1, -0.2], [-0.1, 0.1, -0.4], [-0.2, 0.0, -0.3], [0.2, 0.0, 0.1], [0.0, 0.0, -0.1], [0.0, 0.0, 0.0], [0.0, 0.0, 0.0], [0.0, -0.1, 0.0], [0.0, 0.0, 0.0], [0.0, 0.0, 0.0], [0.0, 0.0, 0.0], [0.0, 0.0, 0.0], [0.0, 0.0, 0.0], [0.0, 0.0, 0.0], [0.0, 0.0, 0.0], [0.0, 0.0, 0.0], [0.0, 0.0, 0.0], [0.0, 0.0, 0.0], [0.0, 0.0, 0.0], [0.0, 0.0, 0.0], [0.0, 0.0, 0.0]],
  "lumo_ev": -0.250,
  "spin_multiplicity": 1,
  "homo_ev": -3.616,
  "total_charge": -1,
  "gap_ha": 0.124
}

---

Taking the records one at a time from the top gives strongest force on any atom values of 2.3 3.5 1.5 0.7 eV Å⁻¹.